Below is a structure of composition C60H66BrCdF4I2N2OP2, with properties calculated with wB97M-V/def2-TZVPD.

Summary:
Total energy in eV: -188569.782
Charge: +1
HOMO-LUMO gap in eV: 6.61

```
139
C60H66BrCdF4I2N2OP2 wB97M-V/def2-TZVPD
I 1.413 7.663 5.625
I 4.407 3.951 1.970
Cd 0.210 1.396 1.144
Br -3.759 0.854 1.110
P -1.574 -1.168 -2.872
P -1.376 -0.799 2.737
F -6.446 -0.185 1.825
F -5.259 -3.299 5.116
F -2.697 -2.733 4.774
F -7.162 -2.063 3.633
O 1.701 2.320 2.377
N -1.265 2.729 2.494
N -1.223 2.766 -0.212
C 3.928 -1.945 -3.535
C 3.070 -1.148 -0.539
C -1.212 2.687 -1.545
C 0.453 4.973 4.576
C 1.517 5.855 4.549
C 0.666 -0.712 -6.270
C -1.665 3.887 0.363
C -2.078 4.890 -1.767
C 2.672 4.378 3.070
C 1.902 1.212 -1.441
C 0.714 -2.312 1.901
C -2.111 4.967 -0.386
C 2.682 -2.299 -2.704
C 1.625 0.216 -5.927
C -5.510 -0.826 2.514
C 0.903 -4.699 1.836
C 1.632 3.781 -1.169
C 0.672 -0.804 6.319
C -3.070 -0.799 -4.054
C -1.186 -3.671 2.457
C -0.701 2.881 3.853
C -3.245 0.719 -3.993
C 1.609 3.445 3.052
C 0.488 3.796 3.841
C -1.629 3.989 1.865
C -4.170 -0.537 2.316
C -0.607 -2.412 2.339
C 4.009 -0.003 1.513
C 2.921 -3.637 -1.990
C -1.629 -3.053 -2.613
C -5.888 -1.776 3.447
C -1.798 -3.924 -3.853
C -1.370 0.411 6.652
C -0.291 -3.388 -1.954
C -3.577 -2.107 3.998
C -0.892 -0.578 4.503
C -3.058 -1.177 -5.538
C 3.127 -0.041 0.286
C -0.164 -0.069 7.144
C -4.913 -2.407 4.202
C -2.737 -3.381 -1.601
C 2.545 1.139 -0.185
C 3.741 -1.142 2.497
C 2.635 5.557 3.789
C 1.067 -0.065 -3.559
C -0.428 -4.807 2.211
C 2.399 -1.139 -1.759
C -0.163 -1.215 -5.283
C -1.729 0.164 5.339
C 1.919 2.586 -2.101
C -1.620 3.724 -2.359
C 5.478 -0.015 1.072
C 0.315 -1.055 5.001
C 1.842 0.481 -4.586
C -3.163 -1.190 3.031
C 1.472 -3.447 1.666
C 1.701 0.016 -2.185
C 3.355 2.780 -2.635
C -0.073 -0.843 -3.938
C -4.316 -1.442 -3.432
H 2.502 -3.354 1.346
H 3.889 -2.120 2.035
H -0.873 4.731 2.132
H -4.427 -2.481 -3.742
H 0.544 -1.028 -7.298
H -1.582 3.623 -3.435
H -2.842 -2.229 -5.715
H -5.204 -0.899 -3.766
H -0.379 1.899 4.190
H -2.669 0.551 4.960
H 3.669 1.972 -3.293
H -2.030 0.982 7.292
H -3.722 -3.437 -2.058
H 3.471 6.241 3.754
H -0.336 -4.373 -1.482
H -2.759 -3.764 -4.340
H 3.427 3.720 -3.184
H -0.423 5.196 5.172
H 2.718 -4.463 -2.672
H -4.290 -1.400 -2.347
H 0.985 3.530 -0.332
H 0.496 -3.409 -2.702
H 0.974 -1.636 4.370
H 2.725 -1.083 2.891
H 2.559 4.171 -0.750
H -1.752 -4.976 -3.556
H 6.131 0.092 1.939
H 3.647 -2.025 -0.272
H 5.728 -0.952 0.570
H 1.148 -1.328 1.735
H -2.086 2.132 2.530
H -0.885 -5.783 2.313
H 3.749 -1.078 -4.167
H 2.242 0.690 -6.679
H 4.774 -1.729 -2.879
H -3.433 1.050 -2.972
H 0.119 0.131 8.168
H -0.910 -1.933 -5.571
H -2.591 4.370 2.226
H -2.368 -0.562 -6.112
H -4.061 -0.984 -5.931
H 1.856 -2.409 -3.405
H -1.451 3.261 4.555
H -0.998 -3.755 -4.576
H 1.230 2.604 -2.947
H -2.467 5.859 0.113
H 1.166 4.594 -1.727
H -0.854 1.751 -1.955
H 4.194 -2.784 -4.180
H -2.227 -3.790 2.715
H 2.827 2.063 0.307
H 4.428 -1.065 3.339
H -2.361 1.226 -4.384
H 2.676 1.113 -4.320
H 1.608 -1.190 6.701
H -4.100 1.016 -4.607
H 3.816 0.936 2.034
H -2.761 -2.643 -0.797
H 2.278 -3.752 -1.118
H 4.054 2.810 -1.798
H 1.489 -5.591 1.658
H 5.687 0.807 0.384
H -2.402 5.727 -2.372
H -2.532 -4.355 -1.153
H -0.031 -2.657 -1.185
H 3.960 -3.729 -1.670
```